27
Properties=species:S:1:pos:R:3:forces:R:3 method="wB97M-V/def2-TZVPD" e_lumo_ev=0.22 orbital_gap_ev=10.0 smiles="NCC(=O)N[C@@H](CCC(N)=O)C(=O)O" de_lowest_kcal_mol=27.6
C 1.16929 -2.89920 -0.85883 0.42 0.03 -0.43
C 0.45817 -2.31828 0.36652 0.53 -0.10 -1.84
C -0.40014 -0.25795 1.28170 -0.02 -0.35 0.47
C -1.85272 -0.30328 1.75209 -1.63 1.87 1.13
C 0.05402 1.14483 0.95626 1.10 0.53 1.37
C -0.70883 1.70219 -0.18384 -0.44 1.75 -1.68
C -0.46386 3.15053 -0.64779 -0.38 1.33 1.37
H 0.68360 -2.03002 -2.70089 0.64 0.18 0.20
H 2.10202 -1.37079 -2.03181 -0.03 -0.43 -0.18
H 0.60747 -3.79829 -1.23656 0.40 0.98 0.34
H 2.18357 -3.30193 -0.54475 -1.15 0.70 -0.34
H 0.17397 -0.72617 -0.68557 0.23 0.77 -1.58
H 0.20774 -0.64577 2.12350 -0.38 0.10 -0.22
H -0.01662 1.83481 1.80794 -0.45 -0.49 0.11
H 1.14342 1.05943 0.84580 -0.07 0.17 -0.65
H -1.78224 1.66749 0.03153 0.27 -0.32 -0.30
H -0.39450 1.24421 -1.11667 -0.63 -0.96 -0.16
H 0.90553 4.30331 -1.61235 -0.37 -0.61 0.40
H 1.53899 2.88235 -0.98219 0.26 -0.58 0.04
H -1.70166 -2.14110 1.57318 -0.99 0.16 0.57
N 1.20600 -1.80266 -1.85640 -0.08 -0.99 -0.58
N -0.14583 -1.14004 0.13976 -0.72 0.29 2.03
N 0.71458 3.34385 -1.30278 0.86 0.92 -0.83
O 0.44680 -2.87070 1.41944 -0.23 -1.40 2.43
O -2.49278 0.68708 2.08857 1.31 -1.43 -0.68
O -1.22922 4.09665 -0.50960 0.03 -1.28 -0.18
O -2.40676 -1.51056 1.88373 1.51 -0.85 -0.83